Record 1
ORCA calculation (ωB97M-V/def2-TZVPD) on a 2-piece molecular cluster, C3H8O2 overall.

Calculated values
Highest occupied orbital energy   -9.75 eV
Largest force on an atom   2.0 eV/A
LUMO energy   0.96 eV
Structure (SMILES)   C=O.CCO
Energy above the lowest of the compared OMol25 structures with the same formula, charge and spin   1.929 eV
Molecular weight   76.09 g/mol
Multiplicity   1
HOMO-LUMO gap   10.7 eV

CARTESIAN COORDINATES (ANGSTROEM)
C  -2.329  0.838  -2.231
O  -1.987  0.250  -1.250
H  -2.232  1.944  -2.305
H  -2.702  0.383  -3.176
C  1.901  -0.644  0.944
C  0.377  -0.679  1.144
O  -0.206  0.620  1.047
H  2.050  0.011  0.076
H  2.368  -1.604  0.796
H  2.273  -0.059  1.784
H  -0.090  -1.287  0.370
H  0.129  -1.001  2.152
H  0.447  1.226  0.650



Record 2
ORCA calculation (ωB97M-V/def2-TZVPD) on a single C3H8O2 molecule.

Calculated values
Highest occupied orbital energy   -9.12 eV
Largest force on an atom   3.0 eV/A
LUMO energy   0.60 eV
Structure (SMILES)   OCCCO
Energy above the lowest of the compared OMol25 structures with the same formula, charge and spin   2.320 eV
Molecular weight   76.09 g/mol
Multiplicity   1
HOMO-LUMO gap   9.7 eV

CARTESIAN COORDINATES (ANGSTROEM)
O  -0.634  1.342  0.926
C  -1.247  0.044  0.016
C  -0.195  -0.808  -0.669
C  1.277  -0.288  -0.180
O  1.415  1.071  -0.301
H  -0.333  1.082  1.818
H  -1.844  0.668  -0.645
H  -1.841  -0.461  0.775
H  -0.222  -0.711  -1.765
H  -0.255  -1.874  -0.389
H  1.334  -0.623  0.875
H  1.993  -0.877  -0.780
H  0.552  1.436  0.321



Record 3
ORCA calculation (ωB97M-V/def2-TZVPD) on a 2-piece molecular cluster, C3H8O2S overall.

Calculated values
Highest occupied orbital energy   -0.34 eV
Largest force on an atom   1.6 eV/A
LUMO energy   5.76 eV
Energy above the lowest of the compared OMol25 structures with the same formula, charge and spin   1.776 eV
Molecular weight   108.16 g/mol
Net charge   -2
Multiplicity   1
HOMO-LUMO gap   6.1 eV

CARTESIAN COORDINATES (ANGSTROEM)
C  1.101  0.248  -0.055
O  1.386  1.379  0.713
C  -0.320  -0.200  -0.426
C  -0.362  -1.694  -0.772
S  -2.053  -2.219  -1.240
H  1.844  0.193  -0.874
H  1.537  -0.583  0.530
H  -0.845  0.415  -1.155
H  -0.821  -0.082  0.544
H  -0.077  -2.256  0.116
H  0.361  -2.007  -1.538
H  1.149  2.184  1.195
H  1.693  3.552  1.874
O  1.783  4.198  2.597



Record 4
ORCA calculation (ωB97M-V/def2-TZVPD) on a 2-piece molecular cluster, C3H8O2S overall.

Calculated values
Highest occupied orbital energy   -8.69 eV
Largest force on an atom   2.6 eV/A
LUMO energy   0.29 eV
Structure (SMILES)   O=CO.CSC
Energy above the lowest of the compared OMol25 structures with the same formula, charge and spin   1.464 eV
Molecular weight   108.16 g/mol
Multiplicity   1
HOMO-LUMO gap   9.0 eV

CARTESIAN COORDINATES (ANGSTROEM)
O  4.317  2.587  3.747
C  3.679  2.448  2.762
O  2.235  2.307  2.760
H  4.183  2.440  1.757
H  1.981  1.714  1.997
C  -0.901  -1.787  -1.762
S  -2.737  -1.340  -1.682
C  -3.261  -2.207  -3.225
H  -0.749  -2.698  -1.305
H  -0.307  -1.210  -1.105
H  -0.547  -1.705  -2.750
H  -2.701  -1.767  -4.043
H  -3.255  -3.347  -2.994
H  -4.334  -1.858  -3.348



Record 5
ORCA calculation (ωB97M-V/def2-TZVPD) on a single C3H8O2S2 molecule.

Calculated values
Highest occupied orbital energy   -9.21 eV
Largest force on an atom   3.2 eV/A
LUMO energy   0.36 eV
Structure (SMILES)   OC[C@@](O)(S)CS
Energy above the lowest of the compared OMol25 structures with the same formula, charge and spin   2.083 eV
Molecular weight   140.23 g/mol
Multiplicity   1
HOMO-LUMO gap   9.6 eV

CARTESIAN COORDINATES (ANGSTROEM)
O  -0.926  0.434  -2.317
C  -1.126  0.708  -0.913
C  -0.089  -0.061  0.061
O  -0.720  -0.176  1.309
S  0.102  -1.801  -0.555
C  1.253  0.679  0.223
S  2.529  -0.111  1.288
H  -1.045  -0.505  -2.466
H  -1.108  1.825  -0.611
H  -2.164  0.262  -0.543
H  -0.203  -0.801  1.858
H  -0.654  -2.316  0.542
H  1.649  1.055  -0.660
H  0.971  1.586  0.833
H  1.531  -0.779  1.951



Record 6
ORCA calculation (ωB97M-V/def2-TZVPD) on a 2-piece molecular cluster, C3H8O2SSi overall.

Calculated values
Highest occupied orbital energy   -8.72 eV
Largest force on an atom   1.5 eV/A
LUMO energy   -0.21 eV
Energy above the lowest of the compared OMol25 structures with the same formula, charge and spin   0.462 eV
Molecular weight   136.25 g/mol
Multiplicity   1
HOMO-LUMO gap   8.5 eV

CARTESIAN COORDINATES (ANGSTROEM)
C  2.989  -1.032  0.550
C  -0.940  0.196  0.403
C  -2.000  -0.871  0.187
O  0.042  0.208  -0.610
O  -1.438  1.506  0.262
Si  -0.364  1.780  -0.974
S  3.991  -1.354  -0.665
H  1.922  -0.958  0.389
H  3.360  -0.869  1.554
H  -0.456  0.095  1.381
H  -1.989  -1.598  0.992
H  -1.806  -1.369  -0.758
H  -2.976  -0.396  0.143
H  0.693  2.704  -0.602
H  -1.028  1.959  -2.250



Record 7
ORCA calculation (ωB97M-V/def2-TZVPD) on C3H8O2Yb as an isolated structure.

Calculated values
Highest occupied orbital energy   -6.67 eV
Largest force on an atom   1.5 eV/A
LUMO energy   -0.19 eV
Energy above the lowest of the compared OMol25 structures with the same formula, charge and spin   0.254 eV
Molecular weight   249.14 g/mol
Multiplicity   1
HOMO-LUMO gap   6.5 eV

CARTESIAN COORDINATES (ANGSTROEM)
C  0.382  1.688  0.346
C  -0.906  0.933  0.083
O  -0.619  -0.490  0.115
C  -1.496  -1.304  -0.620
Yb  2.077  0.030  0.389
H  0.580  2.407  -0.465
H  0.350  2.195  1.324
H  -1.337  1.171  -0.903
H  -1.672  1.088  0.861
H  -1.354  -2.347  -0.307
H  -2.537  -0.982  -0.458
O  3.713  -1.311  0.313
H  4.082  -1.846  1.014
H  -1.262  -1.232  -1.692



Record 8
ORCA calculation (ωB97M-V/def2-TZVPD) on a 2-piece molecular cluster, C3H8O3 overall.

Calculated values
Highest occupied orbital energy   -9.91 eV
Largest force on an atom   4.6 eV/A
LUMO energy   0.57 eV
Structure (SMILES)   O=CCCO.O
Energy above the lowest of the compared OMol25 structures with the same formula, charge and spin   2.439 eV
Molecular weight   92.09 g/mol
Multiplicity   1
HOMO-LUMO gap   10.5 eV

CARTESIAN COORDINATES (ANGSTROEM)
O  -1.337  -0.815  0.437
C  -0.240  -0.649  -0.033
C  0.124  0.761  -0.528
C  1.134  0.711  -1.688
O  1.893  -0.473  -1.313
H  0.415  -1.459  -0.118
H  -0.822  1.296  -0.993
H  0.421  1.508  0.309
H  0.746  0.465  -2.720
H  1.734  1.573  -1.889
H  2.469  -0.765  -2.119
O  -1.457  0.279  2.845
H  -1.631  0.171  1.962
H  -2.228  0.341  3.308



Record 9
ORCA calculation (ωB97M-V/def2-TZVPD) on a 2-piece molecular cluster, C3H8O3 overall.

Calculated values
Highest occupied orbital energy   -10.29 eV
Largest force on an atom   2.6 eV/A
LUMO energy   0.70 eV
Structure (SMILES)   O=CO.CCO
Energy above the lowest of the compared OMol25 structures with the same formula, charge and spin   1.268 eV
Molecular weight   92.09 g/mol
Multiplicity   1
HOMO-LUMO gap   11.0 eV

CARTESIAN COORDINATES (ANGSTROEM)
O  -2.660  -0.012  -0.120
C  -1.934  0.073  0.827
O  -1.481  -1.053  1.393
H  -1.600  1.001  1.300
H  -1.975  -1.729  0.904
C  2.003  -0.211  0.504
C  1.922  -0.074  -1.039
O  1.745  1.289  -1.424
H  2.656  0.627  0.752
H  2.580  -1.063  0.833
H  0.984  -0.134  0.831
H  2.777  -0.495  -1.568
H  1.013  -0.637  -1.296
H  0.824  1.473  -1.215



Record 10
ORCA calculation (ωB97M-V/def2-TZVPD) on a 2-piece molecular cluster, C3H8O3S overall.

Calculated values
Highest occupied orbital energy   -9.30 eV
Largest force on an atom   2.4 eV/A
LUMO energy   0.53 eV
Structure (SMILES)   O=C(O)CCS.O
Energy above the lowest of the compared OMol25 structures with the same formula, charge and spin   0.458 eV
Molecular weight   124.16 g/mol
Multiplicity   1
HOMO-LUMO gap   9.8 eV

CARTESIAN COORDINATES (ANGSTROEM)
O  0.037  -2.536  -2.598
C  0.355  -1.760  -1.752
O  1.242  -2.033  -0.766
C  -0.211  -0.371  -1.582
C  -0.385  0.088  -0.108
S  -1.506  1.526  -0.005
H  1.641  -2.920  -0.872
H  0.563  0.349  -1.890
H  -1.047  -0.273  -2.265
H  0.587  0.093  0.368
H  -0.983  -0.694  0.362
H  -0.581  2.434  -0.298
O  -0.224  1.754  3.809
H  0.618  1.781  4.323
H  -0.106  2.562  3.273



Record 11
ORCA calculation (ωB97M-V/def2-TZVPD) on a 2-piece molecular cluster, C3H8O3S2 overall.

Calculated values
Highest occupied orbital energy   -9.87 eV
Largest force on an atom   7.5 eV/A
LUMO energy   -0.34 eV
Energy above the lowest of the compared OMol25 structures with the same formula, charge and spin   3.833 eV
Molecular weight   156.23 g/mol
Multiplicity   1
HOMO-LUMO gap   9.5 eV

CARTESIAN COORDINATES (ANGSTROEM)
C  -1.665  0.001  1.257
C  -1.474  -0.542  -1.038
C  -1.897  0.381  -0.215
O  2.495  -0.805  -1.178
O  2.669  -1.720  1.149
O  2.650  1.601  -0.814
S  1.692  1.245  0.413
S  1.857  -1.236  0.084
H  -0.826  -0.479  1.506
H  -1.666  0.958  1.998
H  -2.554  -0.591  1.717
H  -1.584  -0.381  -2.148
H  -0.952  -1.415  -0.760
H  0.464  0.960  -0.092
H  -2.188  1.368  -0.576
H  2.979  0.655  -1.304



Record 12
ORCA calculation (ωB97M-V/def2-TZVPD) on a 2-piece molecular cluster, C3H8O3S2 overall.

Calculated values
Highest occupied orbital energy   -8.99 eV
Largest force on an atom   5.5 eV/A
LUMO energy   0.06 eV
Energy above the lowest of the compared OMol25 structures with the same formula, charge and spin   3.952 eV
Molecular weight   156.23 g/mol
Multiplicity   1
HOMO-LUMO gap   9.1 eV

CARTESIAN COORDINATES (ANGSTROEM)
C  3.102  -1.807  0.152
C  -3.318  1.718  -0.378
C  2.938  -0.481  -0.173
O  1.825  1.834  -0.030
O  -2.257  0.356  1.765
O  -1.780  -0.641  -0.325
S  1.721  0.438  0.451
S  -1.882  0.767  0.431
H  4.012  -2.025  0.668
H  2.157  -2.135  0.612
H  3.259  -2.568  -0.713
H  -2.900  2.636  -0.638
H  -3.737  1.210  -1.243
H  -4.159  1.790  0.432
H  -2.432  -1.202  -0.083
H  3.450  0.110  -0.929



Record 13
ORCA calculation (ωB97M-V/def2-TZVPD) on a 2-piece molecular cluster, C3H8O3S3 overall.

Calculated values
Highest occupied orbital energy (alpha / beta)   -7.81 / -7.80 eV
Largest force on an atom   3.0 eV/A
LUMO energy (alpha / beta)   -1.64 / -1.64 eV
Energy above the lowest of the compared OMol25 structures with the same formula, charge and spin   3.737 eV
Molecular weight   188.30 g/mol
Multiplicity   1
HOMO-LUMO gap (alpha / beta)   6.2 / 6.2 eV

CARTESIAN COORDINATES (ANGSTROEM)
C  -2.629  -0.874  -0.029
C  3.146  0.394  -1.028
C  -0.920  0.915  1.186
O  1.806  1.680  0.849
O  1.142  -2.046  1.549
O  0.873  -1.456  -0.828
S  -1.826  0.725  -0.225
S  2.662  0.488  0.730
S  0.956  -1.002  0.550
H  -3.264  -0.730  0.847
H  -1.895  -1.612  0.217
H  -3.189  -0.973  -0.934
H  2.267  0.075  -1.542
H  4.125  -0.192  -1.167
H  3.464  1.396  -1.216
H  -0.221  1.688  1.401
H  -0.662  0.023  1.758



Record 14
ORCA calculation (ωB97M-V/def2-TZVPD) on C3H8O4 as an isolated structure.

Calculated values
Highest occupied orbital energy   -8.84 eV
Largest force on an atom   2.6 eV/A
LUMO energy   0.20 eV
Energy above the lowest of the compared OMol25 structures with the same formula, charge and spin   3.537 eV
Molecular weight   108.09 g/mol
Multiplicity   1
HOMO-LUMO gap   9.0 eV

CARTESIAN COORDINATES (ANGSTROEM)
C  -1.457  0.302  -1.252
C  0.846  0.803  -0.513
O  -1.933  -0.520  -0.444
H  -1.377  -0.011  1.184
H  -1.672  1.371  -1.147
H  -1.013  -0.037  -2.194
H  1.136  1.592  0.178
H  0.546  1.323  -1.423
H  1.726  0.245  -0.837
C  0.445  -0.446  1.021
O  0.230  -1.651  0.463
O  1.598  -0.334  1.684
O  -0.555  0.096  1.723
H  2.132  -1.127  1.547
H  -0.653  -1.608  0.009



Record 15
ORCA calculation (ωB97M-V/def2-TZVPD) on a single C3H8O4 molecule.

Calculated values
Highest occupied orbital energy   -10.61 eV
Largest force on an atom   1.6 eV/A
LUMO energy   0.79 eV
Structure (SMILES)   CC[C@@H](O)OOO
Energy above the lowest of the compared OMol25 structures with the same formula, charge and spin   5.719 eV
Molecular weight   108.09 g/mol
Multiplicity   1
HOMO-LUMO gap   11.4 eV

CARTESIAN COORDINATES (ANGSTROEM)
C  2.064  0.615  -0.287
C  0.992  0.191  0.697
C  -0.248  -0.421  -0.076
O  0.033  -1.718  -0.463
O  -1.323  -0.325  0.813
O  -2.596  -0.591  0.155
O  -3.056  0.565  -0.466
H  1.661  1.347  -0.991
H  2.404  -0.240  -0.866
H  2.894  1.076  0.243
H  1.353  -0.587  1.367
H  0.649  1.032  1.297
H  -0.466  0.190  -0.972
H  -0.794  -2.176  -0.662
H  -3.567  1.041  0.210



Record 16
ORCA calculation (ωB97M-V/def2-TZVPD) on C3H8O4PS as an isolated structure.

Calculated values
Highest occupied orbital energy   -4.77 eV
Largest force on an atom   6.1 eV/A
LUMO energy   3.43 eV
Energy above the lowest of the compared OMol25 structures with the same formula, charge and spin   2.529 eV
Molecular weight   171.13 g/mol
Net charge   -1
Multiplicity   1
HOMO-LUMO gap   8.2 eV

CARTESIAN COORDINATES (ANGSTROEM)
C  -1.988  -0.151  0.960
C  -1.612  -0.470  -0.563
P  0.233  -0.214  -0.808
C  0.592  1.465  -1.549
O  0.839  -0.083  0.794
S  2.275  -0.905  0.963
O  1.973  -2.346  1.049
O  3.199  -0.617  -0.140
O  2.815  -0.454  2.329
H  -1.774  0.930  1.129
H  -3.085  -0.364  1.060
H  -1.469  -0.826  1.673
H  -2.259  0.144  -1.229
H  -1.814  -1.565  -0.686
H  1.676  1.488  -1.822
H  0.446  2.231  -0.740
H  -0.047  1.737  -2.419



Record 17
ORCA calculation (ωB97M-V/def2-TZVPD) on C3H8O5PSn as an isolated structure.

Calculated values
Highest occupied orbital energy   -3.87 eV
Largest force on an atom   6.0 eV/A
LUMO energy   1.11 eV
Energy above the lowest of the compared OMol25 structures with the same formula, charge and spin   0.000 eV
Molecular weight   273.78 g/mol
Net charge   -1
Multiplicity   1
HOMO-LUMO gap   5.0 eV

CARTESIAN COORDINATES (ANGSTROEM)
Sn  2.281  1.028  1.881
P  -0.770  1.172  2.924
O  0.106  1.573  4.144
O  -2.277  1.212  3.213
O  -0.201  -0.224  2.392
O  -0.311  2.260  1.881
C  -0.303  0.672  -1.488
C  -0.117  -0.785  -1.087
C  0.634  -1.643  -2.126
O  0.606  -0.905  0.127
H  -0.627  1.248  -0.620
H  -1.022  0.863  -2.288
H  0.587  1.134  -1.921
H  -1.068  -1.262  -0.838
H  0.285  -1.505  -3.151
H  0.344  -2.679  -1.940
H  1.714  -1.526  -2.054
H  0.140  -0.633  0.950



Record 18
ORCA calculation (ωB97M-V/def2-TZVPD) on a 2-piece molecular cluster, C3H8OS overall.

Calculated values
Highest occupied orbital energy (alpha / beta)   -1.40 / -1.38 eV
Largest force on an atom   4.2 eV/A
LUMO energy (alpha / beta)   3.67 / 2.36 eV
Energy above the lowest of the compared OMol25 structures with the same formula, charge and spin   2.734 eV
Molecular weight   92.16 g/mol
Net charge   -1
<S²>   0.757
Multiplicity   2
HOMO-LUMO gap (alpha / beta)   5.1 / 3.7 eV

CARTESIAN COORDINATES (ANGSTROEM)
C  -0.041  0.425  1.293
O  0.025  0.016  2.849
C  -1.401  0.786  1.076
C  1.425  -1.217  -2.234
S  0.303  0.069  -2.582
H  0.314  -0.470  0.785
H  0.761  1.126  1.409
H  -1.027  0.029  3.030
H  -2.080  0.262  0.421
H  -1.622  1.756  1.569
H  2.055  -1.274  -3.132
H  2.034  -0.839  -1.417
H  -0.748  -0.670  -3.067